Record 1
{"formula": "C2BrF3N2", "method": "wB97M-V/def2-TZVPD", "species": ["C", "C", "N", "N", "F", "F", "F", "Br"], "xyz": [[0.3812, -0.9136, -0.7539], [-0.7764, 1.1825, 1.5095], [-0.7962, -0.3644, -0.2812], [-0.7795, 0.5989, 0.4802], [0.1634, -1.6549, -1.8273], [0.9887, -1.7043, 0.1592], [-0.9377, 2.3692, 1.9570], [1.7566, 0.4867, -1.2436]], "forces_ev_per_a": [[1.79, 0.66, -0.07], [-0.12, 0.07, 0.84], [-1.53, -0.85, -0.98], [0.76, -0.14, 0.31], [-0.31, 0.06, -0.01], [-0.24, 0.11, 0.04], [0.01, 0.46, -0.23], [-0.36, -0.37, 0.09]], "lowdin_charge": [-0.953, -0.070, 0.072, 0.033, 0.069, 0.038, 0.161, 0.649], "orbital_gap_ev": 8.94, "max_force_ev_per_a": 2.0, "homo_energy_ev": -10.09, "de_lowest_kj_mol": 289.73}

---

Record 2
{"formula": "C6H8OS", "method": "wB97M-V/def2-TZVPD", "species": ["C", "C", "C", "C", "C", "C", "H", "H", "H", "H", "H", "H", "H", "H", "O", "S"], "xyz": [[-1.8087, -0.2401, 0.7071], [-1.0369, -0.5735, -0.5878], [0.4240, -1.0522, -0.3360], [1.2842, 0.0612, 0.2822], [0.9997, 1.3808, -0.2043], [0.7117, 2.5017, -0.5532], [-2.8188, 0.0490, 0.4414], [-1.9167, -1.0481, 1.4033], [-1.3235, 0.5881, 1.2160], [-1.5171, -1.4374, -1.1707], [-1.0539, 0.3289, -1.2038], [1.0207, 0.1252, 1.3778], [2.7973, -1.6418, -0.0771], [0.3778, 3.4726, -0.8427], [0.7939, -2.1698, -0.6031], [3.0663, -0.3446, 0.1510]], "forces_ev_per_a": [[0.24, 0.23, -0.65], [-0.25, -2.00, -0.40], [-1.71, 0.59, -0.56], [0.85, -0.71, 1.42], [-0.47, 1.76, -0.83], [0.11, -1.01, 0.34], [-0.14, 0.26, -0.05], [0.23, -0.66, 0.26], [-0.09, 0.17, 0.09], [0.50, 1.31, 0.87], [0.25, -0.25, -0.07], [0.17, -0.47, -0.87], [0.13, 0.01, 0.00], [0.19, -0.08, -0.01], [0.11, 0.85, 0.42], [-0.11, 0.03, 0.03]], "lowdin_charge": [-0.088, -0.162, -0.403, -0.617, -0.213, 0.146, 0.072, 0.069, 0.066, 0.137, 0.099, 0.136, -0.132, 0.037, 0.071, 0.782], "orbital_gap_ev": 10.04, "max_force_ev_per_a": 2.1, "homo_energy_ev": -9.25, "smiles": "C#C[C@H](S)C(=O)CC", "de_lowest_kj_mol": 210.26}

---

no.,E_tot (Eh)
1,-3059.19756
2,-706.76608